Entry 1:
Computed, not measured: a single C19H23N3O2S2 molecule, with ωB97M-V/def2-TZVPD.

Positions of all 49 atoms, in Å:
C  2.631  -2.075  2.878
C  2.467  -1.295  1.612
C  1.328  -0.520  1.411
C  1.138  0.183  0.239
C  2.098  0.128  -0.774
C  3.249  -0.628  -0.569
C  3.425  -1.333  0.608
H  4.320  -1.924  0.744
H  3.998  -0.678  -1.347
C  1.885  0.852  -2.039
C  2.734  1.806  -2.519
S  2.141  2.503  -3.997
C  0.745  1.516  -3.952
C  0.735  0.678  -2.877
C  -0.377  -0.269  -2.655
O  -1.529  -0.025  -2.975
N  0.022  -1.436  -2.087
H  0.965  -1.466  -1.710
N  -0.829  -2.464  -1.655
C  -1.737  -2.310  -0.624
N  -2.495  -1.215  -0.662
H  -2.381  -0.585  -1.455
C  -3.388  -0.836  0.396
H  -4.193  -0.237  -0.032
H  -3.799  -1.739  0.857
C  -2.639  -0.024  1.471
C  -3.584  0.470  2.584
H  -3.380  -0.021  3.532
C  -3.323  1.978  2.637
H  -4.213  2.555  2.875
C  -2.804  2.254  1.227
H  -2.159  3.130  1.156
O  -2.025  1.123  0.900
H  -3.639  2.364  0.520
H  -2.545  2.206  3.367
H  -4.619  0.268  2.307
H  -1.830  -0.653  1.860
S  -1.879  -3.522  0.489
H  -0.358  -3.361  -1.635
H  0.009  1.578  -4.728
C  4.010  2.292  -1.929
H  4.091  1.969  -0.894
H  4.865  1.901  -2.483
H  4.058  3.379  -1.969
H  0.241  0.770  0.104
H  0.579  -0.469  2.187
H  3.602  -2.562  2.916
H  1.856  -2.837  2.948
H  2.532  -1.422  3.744

Summary:
SMILES: Cc1ccc(-c2c(C(=O)NNC(=S)NC[C@@H]3CCCO3)csc2C)cc1
Kohn-Sham gap (Ha): 0.3197

Results of the natural (NBO) charge analysis, in e, for atoms 1 through 2:
1. C -0.6334
2. C 0.0035

***

Entry 2:
Computed, not measured: a single C11H21F2OP molecule, with ωB97M-V/def2-TZVPD.

Positions of all 36 atoms, in Å:
C  -3.897  2.467  0.312
C  -2.373  1.847  0.436
P  -2.171  0.254  -0.667
C  -1.545  0.724  -2.423
C  -2.225  2.166  -2.919
C  -0.846  -0.773  0.244
C  -1.093  -2.363  0.558
C  0.439  -3.025  0.657
F  0.550  -3.880  1.887
C  1.292  -1.620  0.718
C  2.930  -1.653  0.656
C  3.479  -0.090  0.560
C  4.898  0.141  1.407
F  2.512  0.898  1.171
O  0.549  -0.811  -0.306
H  -4.152  3.277  1.134
H  -4.734  1.617  0.362
H  -4.029  2.953  -0.769
H  -1.574  2.682  0.152
H  -2.191  1.604  1.590
H  -0.361  0.749  -2.512
H  -1.995  -0.100  -3.154
H  -3.374  2.072  -2.676
H  -1.735  3.048  -2.308
H  -1.999  2.225  -4.084
H  -0.764  -0.274  1.318
H  -1.433  -2.456  1.698
H  -1.731  -3.000  -0.207
H  0.677  -3.798  -0.197
H  1.102  -1.288  1.849
H  3.216  -2.276  -0.319
H  3.351  -2.244  1.578
H  3.622  0.130  -0.600
H  5.844  -0.255  0.843
H  4.765  -0.274  2.497
H  4.997  1.323  1.515

Summary:
SMILES: CCP(CC)[C@H]1C[C@H](F)[C@@H](C[C@H](C)F)O1
Kohn-Sham gap (Ha): 0.3356

Results of the natural (NBO) charge analysis, in e, for atoms 1 through 2:
1. C -0.6377
2. C -0.7086

***

Entry 3:
Computed, not measured: a single C21H22N4O4S molecule, with ωB97M-V/def2-TZVPD.

Positions of all 52 atoms, in Å:
C  -5.812  -2.354  3.321
H  -5.628  -1.336  3.679
O  -4.843  -2.755  2.383
C  -4.737  -2.061  1.218
C  -5.509  -0.957  0.872
C  -5.310  -0.331  -0.347
C  -4.358  -0.791  -1.241
C  -3.582  -1.888  -0.888
C  -3.767  -2.519  0.323
H  -3.174  -3.374  0.604
H  -2.826  -2.254  -1.568
C  -4.126  -0.070  -2.549
C  -3.115  0.990  -2.324
N  -3.362  2.236  -2.184
N  -2.307  2.993  -1.933
C  -1.193  2.338  -1.874
N  -0.027  2.995  -1.607
C  1.306  2.642  -1.561
O  2.111  3.501  -1.287
C  1.666  1.194  -1.817
H  0.999  0.788  -2.581
C  1.474  0.406  -0.505
H  0.615  0.786  0.050
H  1.282  -0.642  -0.733
C  2.715  0.515  0.375
N  3.847  -0.102  -0.285
C  4.992  -0.507  0.315
O  5.885  -1.052  -0.319
C  5.173  -0.293  1.761
C  6.197  -0.802  2.522
C  6.015  -0.298  3.826
C  4.902  0.486  3.768
O  4.386  0.496  2.532
H  4.397  1.069  4.513
H  6.626  -0.488  4.684
H  6.970  -1.452  2.169
C  3.779  -0.176  -1.732
C  3.125  1.082  -2.284
H  3.676  1.955  -1.928
H  3.174  1.075  -3.372
H  3.223  -1.069  -2.043
H  4.804  -0.278  -2.097
H  2.525  0.007  1.323
H  2.921  1.572  0.588
H  -0.184  3.985  -1.432
S  -1.399  0.610  -2.134
H  -3.767  -0.769  -3.307
H  -5.045  0.405  -2.894
H  -5.908  0.532  -0.603
H  -6.264  -0.574  1.539
H  -6.823  -2.417  2.907
H  -5.721  -3.049  4.154

Summary:
SMILES: COc1ccc(Cc2nnc(NC(=O)C3CCN(C(=O)c4ccco4)CC3)s2)cc1
Kohn-Sham gap (Ha): 0.3290

Results of the natural (NBO) charge analysis, in e, for atoms 1 through 2:
1. C -0.2542
2. H 0.1764

***

Entry 4:
Computed, not measured: a molecular structure, C26H21N7O3PtS2, with ωB97M-V/def2-TZVPD.

Positions of all 60 atoms, in Å:
Pt  -0.016  -0.970  -0.444
O  1.811  -1.048  0.508
C  2.786  -1.419  -0.311
C  3.913  -0.623  -0.546
C  4.932  -1.077  -1.358
C  4.876  -2.337  -1.958
C  3.774  -3.136  -1.735
C  2.735  -2.681  -0.922
C  1.536  -3.462  -0.691
N  0.316  -2.979  -0.465
C  -0.521  -4.061  -0.282
C  0.197  -5.203  -0.399
N  1.489  -4.808  -0.653
H  3.951  0.357  -0.089
H  5.786  -0.437  -1.545
H  5.673  -2.672  -2.607
H  3.701  -4.105  -2.218
H  -1.571  -3.954  -0.091
H  -0.089  -6.235  -0.314
H  2.291  -5.405  -0.754
N  3.207  4.557  3.544
C  2.624  3.941  2.446
C  2.723  2.559  2.273
C  2.190  1.947  1.153
C  1.549  2.716  0.191
C  1.442  4.091  0.351
C  1.978  4.701  1.468
S  0.825  1.954  -1.224
O  0.517  2.994  -2.167
O  1.722  0.920  -1.690
N  -0.514  1.122  -0.722
C  -1.587  1.886  -0.317
N  -2.779  1.282  -0.248
C  -3.814  2.028  0.113
C  -3.710  3.377  0.393
C  -2.432  3.904  0.298
N  -1.378  3.179  -0.035
H  3.405  3.971  4.336
H  2.869  5.473  3.783
H  3.232  1.963  3.022
H  2.283  0.875  1.020
H  0.933  4.667  -0.409
H  1.900  5.775  1.591
H  -4.770  1.514  0.172
H  -4.564  3.976  0.670
H  -2.239  4.951  0.513
S  -3.877  -1.148  -2.753
C  -2.207  -1.087  -2.427
N  -1.847  -1.392  -1.219
C  -2.963  -1.643  -0.413
C  -2.949  -1.916  0.954
C  -4.152  -2.142  1.586
C  -5.362  -2.109  0.880
C  -5.385  -1.838  -0.472
C  -4.169  -1.597  -1.109
H  -1.492  -0.835  -3.197
H  -2.007  -1.920  1.487
H  -4.163  -2.345  2.649
H  -6.292  -2.291  1.402
H  -6.317  -1.805  -1.020

Summary:
Kohn-Sham gap (Ha): 0.2791

Results of the natural (NBO) charge analysis, in e, for atoms 1 through 2:
1. Pt 0.9189
2. O -0.7641

***

Entry 5:
Computed, not measured: 6 unconnected molecules or ions with the total composition C16H33O21S2, with ωB97M-V/def2-TZVPD.

Positions of all 72 atoms, in Å:
O  7.072  -4.512  3.827
S  5.987  -3.759  4.483
O  6.459  -2.482  5.003
C  4.792  -3.379  3.129
O  3.674  -2.640  3.568
S  2.531  -3.621  4.283
O  1.310  -3.570  3.484
O  2.295  -3.040  5.603
O  3.066  -5.044  4.382
H  5.414  -4.533  5.463
H  4.541  -4.284  2.533
H  5.367  -2.706  2.446
C  13.069  -6.156  5.893
O  11.983  -6.639  5.109
C  11.307  -5.678  4.459
O  11.551  -4.500  4.497
O  10.328  -6.257  3.771
C  9.511  -5.345  3.019
H  13.537  -7.017  6.368
H  13.809  -5.660  5.264
H  12.712  -5.480  6.671
H  10.112  -4.819  2.274
H  9.017  -4.644  3.676
H  8.754  -5.930  2.504
C  -1.812  0.832  -0.995
O  -2.290  0.267  0.224
C  -1.601  -0.811  0.637
O  -0.661  -1.300  0.073
O  -2.148  -1.235  1.774
C  -1.514  -2.392  2.345
H  -2.439  1.691  -1.230
H  -0.783  1.175  -0.882
H  -1.890  0.111  -1.810
H  -0.475  -2.182  2.595
H  -1.581  -3.241  1.665
H  -2.045  -2.640  3.261
C  0.064  6.412  -3.203
O  -0.006  5.079  -2.701
C  0.644  4.179  -3.445
O  1.252  4.406  -4.458
O  0.499  2.984  -2.867
C  1.147  1.914  -3.558
H  -0.496  7.048  -2.520
H  1.097  6.759  -3.234
H  -0.392  6.476  -4.191
H  2.223  2.081  -3.602
H  0.734  1.797  -4.560
H  0.959  1.001  -2.996
C  -5.085  0.006  0.380
O  -6.149  -0.517  -0.429
C  -6.854  0.407  -1.071
O  -6.673  1.599  -1.026
O  -7.805  -0.213  -1.781
C  -8.645  0.664  -2.528
H  -4.583  -0.833  0.852
H  -4.368  0.538  -0.232
H  -5.481  0.656  1.160
H  -8.064  1.224  -3.261
H  -9.182  1.342  -1.864
H  -9.371  0.050  -3.058
C  -8.736  6.819  -6.324
O  -8.169  5.580  -5.903
C  -7.869  5.530  -4.599
O  -8.038  6.416  -3.803
O  -7.351  4.329  -4.340
C  -6.979  4.129  -2.972
H  -8.936  6.741  -7.391
H  -9.677  7.008  -5.806
H  -8.036  7.639  -6.159
H  -7.849  4.209  -2.321
H  -6.210  4.840  -2.674
H  -6.574  3.125  -2.883

Summary:
Net charge: -1
Kohn-Sham gap (Ha): 0.2854

Results of the Mulliken charge analysis, in e, for atoms 1 through 2:
1. O -0.6235
2. S 0.8795

***

Entry 6:
Computed, not measured: a molecular structure, C21H21Cl2GeN5OOs, with ωB97M-V/def2-TZVPD.

Positions of all 52 atoms, in Å:
Os  -0.495  -0.119  0.062
Cl  -1.765  -0.994  -1.737
C  -3.319  -1.361  -0.925
Cl  -3.258  -0.652  0.701
H  -3.422  -2.437  -0.845
H  -4.125  -0.910  -1.495
O  2.324  1.655  2.697
C  1.511  1.208  2.011
N  0.653  0.757  1.278
N  1.898  -6.099  1.689
C  0.848  -5.303  1.777
N  -0.265  -5.711  2.370
N  0.971  -4.085  1.245
C  0.451  -3.022  0.918
N  0.047  -1.984  0.513
H  1.899  -7.033  2.071
H  2.744  -5.768  1.254
H  -0.324  -6.633  2.775
H  -1.069  -5.117  2.466
C  -1.036  3.606  1.010
Ge  -1.005  2.376  -0.528
C  -2.779  2.260  -1.439
C  -3.938  2.488  -0.696
C  -5.157  2.555  -1.356
C  -5.215  2.338  -2.729
C  -4.055  2.091  -3.462
C  -2.831  2.025  -2.814
C  0.311  3.097  -1.866
C  1.472  2.358  -2.115
C  2.513  2.873  -2.872
C  2.387  4.133  -3.455
C  1.233  4.899  -3.253
C  1.107  6.187  -3.820
C  -0.054  6.941  -3.652
C  -1.089  6.440  -2.884
C  -0.988  5.171  -2.309
C  0.167  4.377  -2.461
H  -1.592  4.507  0.751
H  -0.014  3.888  1.265
H  -1.494  3.148  1.886
H  -3.896  2.657  0.373
H  -6.054  2.767  -0.789
H  -6.173  2.351  -3.234
H  -4.097  1.947  -4.534
H  -1.930  1.832  -3.386
H  1.574  1.368  -1.686
H  3.419  2.299  -3.015
H  3.178  4.518  -4.088
H  1.948  6.603  -4.363
H  -0.141  7.916  -4.114
H  -1.983  7.030  -2.734
H  -1.835  4.768  -1.768

Summary:
Net charge: +3
Kohn-Sham gap (spin up / spin down) (Ha): 0.3199 / 0.2053
Spin multiplicity: 6

Results of the natural (NBO) charge analysis, in e, for atoms 1 through 2:
1. Os 1.0819
2. Cl 0.1624